Computed, not measured: 6 unconnected molecules or ions with the total composition H12O6 at a distorted geometry, with the ωB97M-V functional and the def2-TZVPD basis.

Computed properties:
Gap between HOMO and LUMO   11.0233 eV
Energy relative to the best compared isomer or geometry (same formula, charge and spin)   62.6 kcal/mol
SMILES   O.O.O.O.O.O
HOMO   -10.86 eV

Element x y z (Å)
H 0.395614 2.893190 -1.251671
H 2.540922 -3.245164 1.009407
O 1.650207 -3.054180 0.900939
H -3.722848 -3.027377 0.672371
H -1.208631 4.054261 -2.222204
H 1.265367 3.300457 -0.131761
O 0.793267 2.480077 -0.476750
H -1.686503 2.565599 -2.330712
H 2.669711 0.694535 1.762882
H -3.186527 -1.729311 -0.192388
H 1.221180 -3.182955 1.744121
O -3.306157 -2.703080 -0.219887
H 0.287138 -0.688521 -0.891751
H -0.788433 0.278337 -1.432626
O 2.965293 -0.042047 2.326149
O -0.577573 -0.296730 -0.785015
O -1.700572 3.306548 -1.687711
H 3.617302 0.562247 2.802541

Force components x, y, z for each atom (eV/Å):
-0.507 -0.452 -0.007
2.518 -0.490 0.483
-2.519 0.549 -0.838
1.279 1.424 -2.596
-1.667 -2.058 1.554
-0.676 -1.743 -0.217
1.436 2.158 0.507
-0.214 0.571 0.525
-0.741 -0.810 -0.467
-0.113 -0.980 0.408
-0.013 0.011 0.282
-1.097 -0.461 2.185
0.186 0.146 -0.305
-0.466 2.787 -3.327
1.506 2.559 0.657
0.185 -3.080 3.749
1.687 1.652 -2.395
-0.783 -1.785 -0.197

Here are the Mulliken charges for atoms 1 to 4, given in e:
1. H 0.267
2. H 0.290
3. O -0.595
4. H 0.322

Computed, not measured: Cl2H4Si3 in the gas phase at a distorted geometry, with the ωB97M-V functional and the def2-TZVPD basis.

Computed properties:
Gap between HOMO and LUMO   6.7377 eV
Energy relative to the best compared isomer or geometry (same formula, charge and spin)   36.5 kcal/mol
HOMO   -8.77 eV

Element x y z (Å)
Si -2.049352 0.647391 0.284358
H 2.777825 -0.050445 -1.707745
Si 0.150223 -0.343328 0.815968
Cl -3.205992 -0.964228 0.199795
Cl 3.236928 0.333843 0.645857
H -2.563682 1.264913 1.580111
H 2.333906 -1.849149 -0.455313
H -2.610580 1.500412 -0.726008
Si 1.930727 -0.539408 -0.637027

Force components x, y, z for each atom (eV/Å):
0.828 1.318 1.539
-0.743 0.167 -1.405
-1.094 0.197 0.348
-0.897 -2.016 -0.240
0.752 1.050 1.834
0.658 -0.055 -0.475
0.117 -2.419 -0.026
0.214 0.578 -0.842
0.165 1.179 -0.732

Here are the Mulliken charges for atoms 1 to 4, given in e:
1. Si 0.420
2. H -0.138
3. Si 0.117
4. Cl -0.226

Computed, not measured: a molecular structure, C26H37CoN7O2PS2, with the ωB97M-V functional and the def2-TZVPD basis.

Computed properties:
Spin multiplicity   6
Gap between HOMO and LUMO (alpha / beta)   8.1233 / 6.4955 eV
Energy relative to the best compared isomer or geometry (same formula, charge and spin)   16.6 kcal/mol
Total charge   +1
HOMO (alpha / beta)   -10.01 / -10.70 eV

Element x y z (Å)
C 5.777977 0.106349 -1.273173
C -0.854012 -4.112725 -0.283756
H -1.844974 -2.259135 0.322105
H -0.561657 3.843068 -3.979297
H -3.887340 -2.556601 -2.804773
C -0.675928 3.268673 1.246172
H -1.238146 2.499393 -0.590696
N 0.488837 -4.473390 0.170711
N -1.626786 2.507679 3.432410
H 1.303979 -4.301704 -1.737682
H 1.693915 -4.185037 1.845613
C -0.535087 0.606957 3.678354
H 0.327911 3.466884 -1.807698
H -3.807513 -1.925640 -1.147904
H 6.774893 -0.133616 -1.617137
N 2.848867 2.324346 -1.747877
H 5.467119 1.628014 -2.764641
C 5.263079 -0.549594 -0.140099
H -0.227698 -1.659975 6.140402
C -1.032618 -2.575637 -0.332709
C 1.459019 -3.872518 -0.747724
O -1.683523 1.872298 -2.468622
H -2.214976 3.311656 3.572772
H 0.715810 -1.137514 3.926330
H 1.085129 4.032097 -0.326879
H 5.883649 -1.264825 0.382468
H 3.618598 -0.751533 1.227413
H -2.709479 1.843335 6.025249
H -1.011884 -4.547240 -1.270856
C -0.581657 -0.794073 5.597457
H -2.028553 4.169893 -4.900826
O -2.196841 -0.577742 -2.904627
H 0.188826 3.883481 1.500303
C 5.054607 1.081659 -1.927110
N 1.933282 1.146008 -0.104403
C -1.650280 3.767919 -3.959716
C 3.222463 0.643671 -0.374849
H -5.259732 -1.679250 -2.118511
H 2.460407 -4.156838 -0.421509
C -1.991280 1.180871 5.560654
C -0.060660 -0.519833 4.349644
N -0.177198 1.154773 2.431011
H -4.048155 -0.193255 -3.666230
H -3.163443 2.226283 -3.865751
H -3.816152 0.406904 -2.018461
H 1.415029 -1.862059 1.834022
S -2.341949 0.094590 0.416945
H -0.021775 -4.379481 2.185841
H -0.316042 -2.062018 2.134732
H -1.575834 -4.564547 0.397209
P -1.062622 0.390003 -2.338180
H -1.251750 -2.228550 -1.340356
C 0.693426 -3.913845 1.507213
C 3.783494 1.344907 -1.429123
C -0.838841 2.283032 2.362709
C -4.169429 -1.725394 -2.157364
C -2.081963 2.337525 -3.795139
H 2.218079 -1.851947 -0.455573
C 3.993673 -0.280795 0.327853
C 1.310467 -2.335927 -0.781873
S 0.575535 0.149288 -3.348258
C -3.621669 -0.428614 -2.691111
N -0.404172 2.582625 -0.019175
C -1.451559 1.439375 4.306385
H -2.040412 4.389438 -3.151579
C -1.547487 0.037562 6.190788
C 0.510428 -2.376651 1.498954
C 0.678540 3.149523 -0.826385
H 1.079751 -1.964778 -1.776303
H 2.916395 3.003627 -2.487223
C 1.802660 2.167434 -0.924124
N 0.211995 -1.889052 0.128671
Co -0.062406 0.327408 0.314043
H -1.614775 1.696183 -4.543009
H -1.933418 -0.211386 7.169960
H -1.536129 3.937956 1.183871

Force components x, y, z for each atom (eV/Å):
-0.004 -0.064 0.103
0.065 -0.079 0.021
-0.010 -0.042 0.017
-0.021 0.002 0.011
0.000 0.037 -0.004
0.078 -0.144 -0.002
-0.054 0.178 0.048
-0.017 0.321 -0.016
0.009 -0.052 0.157
-0.012 -0.001 -0.010
0.013 -0.009 -0.012
0.356 -0.119 -0.310
-0.027 -0.132 -0.050
0.005 0.047 -0.039
-0.007 -0.009 0.014
0.230 0.050 -0.039
-0.010 -0.007 0.005
0.042 0.068 -0.123
-0.011 0.005 0.009
0.196 0.040 0.118
-0.036 -0.135 0.100
-0.244 0.238 -0.286
0.002 -0.024 0.009
0.001 -0.035 -0.025
-0.005 0.097 -0.078
0.004 0.005 -0.008
-0.046 -0.048 -0.033
0.010 -0.008 -0.015
-0.002 -0.025 -0.008
-0.062 0.064 0.025
0.006 -0.038 0.013
-0.034 -0.085 -0.157
0.002 0.063 0.014
-0.021 0.009 0.053
0.252 -0.010 -0.228
0.031 0.163 -0.019
-0.322 -0.116 0.488
0.042 0.013 -0.005
0.005 -0.003 -0.002
0.051 -0.044 -0.018
-0.034 -0.002 -0.007
-0.101 -0.162 0.206
0.000 -0.020 -0.044
-0.023 0.029 0.035
0.051 -0.032 0.063
-0.012 -0.015 0.031
-0.143 0.136 -0.045
0.001 -0.014 0.015
-0.030 -0.013 0.035
-0.024 -0.002 -0.007
-0.199 -0.108 0.267
0.010 -0.010 -0.015
-0.017 -0.093 -0.062
0.036 0.289 -0.323
0.015 0.074 -0.201
-0.164 -0.108 0.065
0.001 -0.071 0.076
0.258 0.142 0.067
-0.109 -0.163 -0.051
-0.234 0.096 0.130
0.252 -0.014 -0.224
0.055 0.020 -0.050
0.086 -0.029 -0.017
-0.243 0.382 -0.013
0.011 -0.017 -0.007
0.054 -0.061 -0.007
0.042 0.109 -0.131
-0.010 -0.088 0.123
-0.009 -0.011 -0.049
0.008 -0.022 0.019
-0.184 -0.071 0.107
0.037 -0.219 -0.154
0.216 -0.050 0.496
0.004 0.000 -0.033
0.014 -0.015 -0.006
-0.071 -0.039 -0.006

Here are the Mulliken charges for atoms 1 to 4, given in e:
1. C -0.585
2. C -1.104
3. H 0.278
4. H 0.251

Computed, not measured: a molecular structure, C13H12N2O3SeSn, with the ωB97M-V functional and the def2-TZVPD basis.

Computed properties:
Gap between HOMO and LUMO   7.5291 eV
Energy relative to the best compared isomer or geometry (same formula, charge and spin)   17.7 kcal/mol
HOMO   -8.48 eV

Element x y z (Å)
N -0.894675 -0.113750 -0.191060
H 1.474089 0.517100 2.022359
H 2.320301 -0.556598 0.905611
C -2.674617 -3.080952 1.081419
C 3.629168 0.925648 1.810828
H -2.007356 -3.773615 1.576319
Sn -0.202218 1.912315 -0.803321
C 2.282775 0.459225 1.296586
C -0.811189 -1.334216 0.503795
C -2.204699 -1.905309 0.536476
N 0.979232 3.078116 -6.168697
H -5.946966 -2.658740 0.261284
H -4.448842 -4.246267 1.376056
C -4.039060 -3.332519 0.966150
H 5.151046 2.032962 0.672175
O -2.509845 1.176794 -1.079354
C 0.703227 3.009805 -5.050366
C -3.052679 -1.012125 -0.092396
H 3.508941 1.786699 2.470881
O 1.980520 1.374108 0.214413
H 4.154658 0.140008 2.350607
Se 0.321305 2.933844 -3.258126
H 4.717332 0.453902 0.004207
C -4.891987 -2.430281 0.332040
O 0.179227 -1.819919 0.980241
H 3.141634 3.046405 -0.141291
H 3.272984 1.773007 -1.362613
C 4.330103 1.336112 0.515306
C -4.407780 -1.243641 -0.209858
C 3.204539 1.967968 -0.293442
C -2.199102 0.119050 -0.524352
H -5.060069 -0.535136 -0.701879

Force components x, y, z for each atom (eV/Å):
-0.133 -0.102 0.016
-0.010 0.030 -0.008
-0.013 0.003 -0.019
0.017 0.012 -0.001
-0.005 0.044 -0.014
0.002 0.001 -0.005
0.077 0.139 0.169
0.083 -0.021 0.001
-0.007 0.080 -0.194
0.078 -0.057 0.084
-0.053 0.085 0.018
-0.001 -0.005 0.004
-0.005 0.003 0.001
-0.045 0.021 -0.027
0.016 -0.021 -0.005
-0.124 -0.033 -0.103
0.101 -0.657 -0.113
-0.035 0.107 -0.036
0.002 -0.013 0.015
-0.109 -0.125 -0.126
0.004 0.013 0.010
0.026 0.648 0.273
0.012 0.011 -0.008
0.040 -0.031 0.019
0.049 -0.037 0.017
-0.025 0.002 0.029
-0.029 -0.020 -0.004
-0.026 -0.014 0.007
0.002 -0.014 -0.006
0.022 0.040 -0.033
0.085 -0.089 0.042
0.005 0.002 -0.003

Here are the Mulliken charges for atoms 1 to 4, given in e:
1. N -0.212
2. H 0.274
3. H 0.335
4. C -0.375

- Which value of energy relative to the best compared isomer or geometry (same formula, charge and spin) does entry 3 give?
  16.6 kcal/mol

- Which value of energy relative to the best compared isomer or geometry (same formula, charge and spin) does entry 1 give?
  62.6 kcal/mol